Computed, not measured: a cluster of 4 separate species, C40H88FN3O6S in total, with the ωB97M-V functional and the def2-TZVPD basis.

Summary:
total charge = 0
structure (SMILES) = CCCCCCCCCCCCCCC(=O)O[C@@](S)(CCCCCCCCOC)[C@H](F)CC.COC[C@@H](C)N.COC[C@@H](C)N.COC[C@@H](C)N

Each line ends with the Mulliken charge.
Geometry (Å):
C1 4.526 1.975 2.554  -1.214
C2 5.363 1.474 1.360  -0.217
C3 4.701 0.318 0.614  -0.938
C4 3.331 0.674 0.011  0.178
C5 3.137 0.176 -1.431  -0.950
C6 1.711 -0.254 -1.769  -1.478
C7 0.669 0.867 -1.989  4.044
C8 1.186 2.299 -2.133  -1.023
C9 0.034 3.308 -2.096  -0.093
C10 -0.296 3.774 -0.684  0.408
C11 -1.425 4.809 -0.624  -0.591
C12 -1.390 5.689 0.622  -1.401
C13 -1.575 4.917 1.928  -0.479
C14 -2.888 4.153 1.982  0.936
C15 -3.054 3.407 3.273  -0.028
O1 -2.677 3.763 4.359  -0.554
O2 -3.776 2.238 3.118  -0.525
C16 -3.059 1.001 3.129  1.092
S1 -4.332 -0.256 2.720  -0.342
C17 -1.885 1.022 2.153  -1.660
C18 -2.193 0.997 0.650  0.384
C19 -1.922 -0.334 -0.074  0.229
C20 -3.090 -0.951 -0.839  -1.288
C21 -3.784 -0.009 -1.814  -1.510
C22 -2.817 0.525 -2.878  0.114
C23 -2.588 2.040 -2.886  0.132
C24 -2.304 2.601 -4.282  -0.980
O3 -1.587 1.717 -5.119  -0.432
C25 -0.225 1.555 -4.775  0.140
C26 -2.570 0.642 4.542  -0.330
F1 -1.389 1.367 4.771  -0.484
C27 -2.267 -0.822 4.782  -0.196
C28 -1.634 -1.070 6.150  -1.602
H1 5.095 1.934 3.483  0.415
H2 4.221 3.013 2.424  0.244
H3 3.620 1.381 2.686  0.248
H4 6.358 1.179 1.692  0.292
H5 5.478 2.290 0.640  0.340
H6 4.600 -0.537 1.288  0.286
H7 5.369 -0.003 -0.192  0.228
H8 2.544 0.210 0.610  0.167
H9 3.207 1.757 0.060  0.157
H10 3.502 0.920 -2.142  0.136
H11 3.775 -0.704 -1.557  0.751
H12 1.736 -0.880 -2.663  0.334
H13 1.372 -0.894 -0.952  0.445
H14 -0.062 0.854 -1.176  -1.816
H15 0.110 0.648 -2.902  -1.701
H16 1.760 2.410 -3.054  0.223
H17 1.856 2.541 -1.305  0.109
H18 -0.861 2.829 -2.511  -1.434
H19 0.249 4.183 -2.713  0.794
H20 -0.615 2.905 -0.098  0.196
H21 0.602 4.180 -0.206  0.819
H22 -1.413 5.430 -1.524  0.616
H23 -2.368 4.254 -0.652  0.085
H24 -0.414 6.183 0.663  0.397
H25 -2.132 6.488 0.549  0.411
H26 -0.750 4.213 2.051  0.269
H27 -1.540 5.623 2.758  0.458
H28 -3.745 4.824 1.881  0.434
H29 -2.949 3.419 1.179  -0.664
H30 -5.040 0.569 1.950  0.170
H31 -1.261 0.160 2.401  1.096
H32 -1.271 1.896 2.376  0.404
H33 -3.209 1.345 0.455  0.798
H34 -1.541 1.750 0.198  -2.137
H35 -1.567 -1.072 0.651  0.864
H36 -1.093 -0.195 -0.773  -0.395
H37 -2.697 -1.780 -1.433  0.437
H38 -3.818 -1.385 -0.151  0.423
H39 -4.267 0.791 -1.249  0.665
H40 -4.557 -0.577 -2.333  0.554
H41 -1.840 0.050 -2.768  -0.011
H42 -3.186 0.232 -3.862  0.571
H43 -1.765 2.294 -2.211  -0.028
H44 -3.474 2.549 -2.497  0.779
H45 -3.247 2.797 -4.794  0.411
H46 -1.758 3.548 -4.203  0.433
H47 -0.007 0.493 -4.647  0.206
H48 0.409 1.958 -5.567  0.397
H49 0.021 2.071 -3.841  -0.298
H50 -3.316 0.991 5.259  0.555
H51 -1.604 -1.208 4.003  0.186
H52 -3.193 -1.398 4.745  0.353
H53 -2.317 -0.755 6.941  0.334
H54 -1.485 -2.144 6.264  0.362
H55 -0.674 -0.575 6.266  0.375
C29 -3.467 -4.281 6.141  -0.803
O4 -3.972 -3.934 4.866  -0.392
C30 -3.205 -4.361 3.759  -0.309
C31 -3.473 -5.801 3.309  0.257
C32 -2.851 -6.857 4.217  -1.438
N1 -4.899 -6.089 3.149  -0.724
H56 -2.373 -4.275 6.144  0.354
H57 -3.825 -5.254 6.487  0.281
H58 -3.824 -3.522 6.837  0.279
H59 -3.482 -3.689 2.941  0.142
H60 -2.136 -4.208 3.962  0.380
H61 -3.010 -5.900 2.322  0.427
H62 -3.424 -6.978 5.138  0.279
H63 -2.841 -7.822 3.713  0.362
H64 -1.824 -6.599 4.483  0.338
H65 -5.297 -5.468 2.451  0.282
H66 -5.371 -5.845 4.015  0.309
C33 -5.474 -3.759 -4.321  -0.800
O5 -4.515 -2.750 -4.069  -0.270
C34 -3.180 -3.193 -3.934  0.128
C35 -2.429 -3.405 -5.253  0.216
C36 -2.814 -4.684 -5.988  -1.518
N2 -2.563 -2.271 -6.170  -0.660
H67 -5.214 -4.688 -3.805  0.369
H68 -5.587 -3.963 -5.388  0.235
H69 -6.429 -3.401 -3.939  0.266
H70 -2.674 -2.400 -3.381  -0.567
H71 -3.141 -4.098 -3.310  0.568
H72 -1.370 -3.484 -4.987  0.410
H73 -3.776 -4.582 -6.491  0.300
H74 -2.073 -4.911 -6.753  0.382
H75 -2.872 -5.535 -5.306  0.341
H76 -2.194 -1.426 -5.741  0.116
H77 -3.553 -2.082 -6.301  0.379
C37 9.727 2.337 1.254  -0.759
O6 8.847 1.291 0.894  -0.318
C38 8.757 1.010 -0.487  -0.283
C39 9.858 0.092 -1.031  0.317
C40 11.208 0.780 -1.208  -1.436
N3 10.041 -1.114 -0.222  -0.730
H78 9.740 3.123 0.493  0.359
H79 10.748 1.981 1.416  0.238
H80 9.362 2.761 2.189  0.261
H81 7.797 0.502 -0.615  -0.041
H82 8.711 1.947 -1.059  0.414
H83 9.520 -0.231 -2.020  0.399
H84 11.715 0.914 -0.253  0.289
H85 11.856 0.171 -1.836  0.358
H86 11.096 1.759 -1.678  0.343
H87 9.176 -1.647 -0.200  0.271
H88 10.195 -0.829 0.741  0.311



Computed, not measured: a structure of composition C2H6ClOP, with the ωB97M-V functional and the def2-TZVPD basis.

Summary:
total charge = 0
ΔE to the lowest compared entry with this formula, charge and spin = 372.5 kJ/mol

Each line ends with the Mulliken charge.
Geometry (Å):
C1 0.125 1.417 0.069  -0.916
C2 0.956 -1.243 0.101  -0.892
O1 -1.795 -0.785 -0.169  -0.425
P1 0.076 -0.074 -1.011  0.366
Cl1 -3.106 -0.020 -0.818  -0.062
H1 -0.182 1.151 1.080  0.284
H2 -0.546 2.178 -0.325  0.323
H3 1.138 1.818 0.085  0.370
H4 0.250 -1.516 0.885  0.296
H5 1.840 -0.783 0.540  0.335
H6 1.245 -2.143 -0.437  0.322



Computed, not measured: a cluster of 3 separate species, C18H44NO8P2 in total, with the ωB97M-V functional and the def2-TZVPD basis.

Summary:
total charge = +1

Each line ends with the Mulliken charge.
Geometry (Å):
C1 3.799 -5.731 1.342  -0.681
C2 4.982 -6.699 0.977  -0.889
C3 5.873 -6.148 -0.226  0.278
C4 5.092 -5.973 -1.634  -0.742
C5 5.213 -4.429 -2.046  -0.385
N1 5.305 -3.809 -0.673  0.145
C6 6.302 -4.633 0.066  -0.883
H1 3.114 -5.553 0.464  0.188
H2 3.227 -6.141 2.223  0.421
H3 4.206 -4.736 1.683  0.056
H4 4.512 -7.657 0.601  0.346
H5 5.654 -6.974 1.827  0.400
H6 6.756 -6.834 -0.361  0.468
H7 4.043 -6.366 -1.514  0.327
H8 5.522 -6.624 -2.439  0.326
H9 6.137 -4.242 -2.653  0.346
H10 4.238 -4.048 -2.454  0.305
H11 4.323 -3.821 -0.364  -0.100
H12 5.537 -2.807 -0.612  0.362
H13 7.339 -4.432 -0.311  0.287
H14 6.400 -4.344 1.151  0.418
O1 2.735 -0.344 -0.006  -0.768
P1 1.321 0.043 -0.441  0.987
O2 0.933 1.009 0.839  -0.288
C7 1.548 2.286 0.951  -0.494
C8 1.107 3.234 -0.148  -0.708
O3 0.593 -1.354 0.083  -0.313
C9 1.378 -2.503 0.358  -0.145
C10 1.896 -2.504 1.790  -0.836
O4 -0.213 0.439 -1.080  -0.028
C11 -0.284 0.967 -2.403  -0.253
C12 0.627 0.279 -3.398  -1.320
H15 2.637 2.179 0.954  0.339
H16 1.253 2.697 1.918  0.362
H17 1.542 2.935 -1.109  0.265
H18 1.434 4.254 0.058  0.466
H19 0.020 3.228 -0.256  -0.046
H20 2.195 -2.580 -0.369  -0.022
H21 0.745 -3.380 0.204  0.449
H22 2.261 -1.531 2.114  0.281
H23 2.699 -3.234 1.907  0.090
H24 1.090 -2.770 2.479  0.355
H25 -0.073 2.039 -2.375  0.282
H26 -1.320 0.863 -2.734  0.365
H27 1.673 0.278 -3.061  0.369
H28 0.588 0.789 -4.362  0.396
H29 0.328 -0.762 -3.542  0.335
O5 -3.743 4.549 1.395  -0.720
P2 -4.982 4.053 0.653  1.119
O6 -5.838 3.451 1.938  -0.363
C13 -6.390 4.357 2.883  -0.326
C14 -7.506 5.197 2.291  -0.984
O7 -4.342 2.637 0.071  -0.433
C15 -2.931 2.432 0.073  -0.162
C16 -2.446 1.846 1.399  -0.825
O8 -6.312 3.749 -0.379  -0.289
C17 -6.824 4.814 -1.179  -0.196
C18 -5.757 5.687 -1.808  -1.107
H30 -5.602 4.997 3.293  0.267
H31 -6.788 3.756 3.702  0.338
H32 -7.100 5.933 1.588  0.218
H33 -8.041 5.745 3.069  0.442
H34 -8.218 4.573 1.748  0.244
H35 -2.417 3.367 -0.167  0.220
H36 -2.698 1.737 -0.737  0.161
H37 -2.908 2.312 2.268  0.400
H38 -1.363 1.941 1.487  0.028
H39 -2.701 0.784 1.453  0.264
H40 -7.505 5.424 -0.580  0.229
H41 -7.427 4.359 -1.968  0.323
H42 -5.068 6.096 -1.058  0.361
H43 -6.218 6.528 -2.330  0.388
H44 -5.163 5.117 -2.525  0.288



Computed, not measured: a structure of composition C49H62ClO6S5Y, with the ωB97M-V functional and the def2-TZVPD basis.

Summary:
total charge = -2
ΔE to the lowest compared entry with this formula, charge and spin = 4.2 kJ/mol

Each line ends with the Mulliken charge.
Geometry (Å):
Y1 -2.186 1.701 -2.140  0.281
C1 -1.902 -1.343 -4.339  -1.569
O1 -1.517 -0.675 -3.137  1.118
C2 -0.675 -1.474 -2.377  -0.030
C3 -1.224 -2.357 -1.459  0.252
C4 -2.715 -2.411 -1.202  -1.333
C5 -3.047 -1.885 0.170  -0.003
C6 -3.516 -2.716 1.181  -0.516
C7 -3.807 -2.240 2.456  -0.127
C8 -3.627 -0.872 2.669  -0.810
C9 -3.159 -0.015 1.688  0.185
C10 -2.942 1.452 1.952  -0.934
C11 -1.465 1.781 1.961  0.249
C12 -0.649 1.248 2.943  -0.483
C13 0.732 1.440 2.945  -0.017
C14 1.278 2.185 1.912  -0.205
C15 0.493 2.754 0.909  -0.001
C16 1.162 3.494 -0.231  -1.657
C17 1.975 2.527 -1.051  1.224
C18 3.347 2.432 -0.909  -0.852
C19 4.110 1.485 -1.594  -0.293
C20 3.423 0.628 -2.447  -0.467
C21 2.044 0.694 -2.616  0.131
C22 1.313 -0.319 -3.460  -1.280
C23 0.700 -1.369 -2.558  0.281
C24 1.520 -2.201 -1.810  -0.485
C25 1.015 -3.108 -0.883  0.071
C26 -0.363 -3.158 -0.715  -0.513
C27 1.987 -3.970 -0.077  2.479
C28 1.268 -4.853 0.944  -2.328
C29 2.963 -3.060 0.678  -1.398
C30 2.778 -4.877 -1.029  -1.845
C31 1.289 1.651 -1.919  -1.283
O2 -0.009 1.754 -2.079  1.306
C32 5.621 1.424 -1.377  2.389
C33 6.279 0.317 -2.202  -2.158
C34 6.258 2.762 -1.778  -1.843
C35 5.917 1.149 0.105  -1.518
C36 -0.876 2.547 0.956  0.104
O3 -1.686 3.085 -0.031  0.929
C37 -2.297 4.322 0.361  -1.628
C38 1.575 0.809 4.053  2.607
C39 1.321 -0.703 4.088  -1.433
C40 1.176 1.418 5.404  -1.977
C41 3.073 1.037 3.843  -2.249
C42 -2.832 -0.515 0.409  0.081
O4 -2.341 0.255 -0.519  -0.241
C43 -4.300 -3.132 3.594  2.301
C44 -4.401 -4.600 3.175  -2.155
C45 -3.327 -3.046 4.779  -1.654
C46 -5.690 -2.671 4.055  -1.811
H1 -1.010 -1.647 -4.893  0.338
H2 -2.484 -0.648 -4.934  0.505
H3 -2.502 -2.225 -4.099  0.225
H4 -3.060 -3.446 -1.287  0.544
H5 -3.237 -1.812 -1.949  -0.049
H6 -3.650 -3.765 0.942  0.425
H7 -3.859 -0.444 3.642  0.416
H8 -3.377 1.711 2.922  0.564
H9 -3.456 2.026 1.181  -0.114
H10 -1.117 0.633 3.705  0.548
H11 2.349 2.327 1.842  0.473
H12 1.818 4.270 0.172  0.763
H13 0.415 3.973 -0.864  0.168
H14 3.835 3.131 -0.234  0.454
H15 3.959 -0.129 -3.009  0.565
H16 2.013 -0.794 -4.153  0.736
H17 0.536 0.178 -4.041  0.103
H18 2.593 -2.095 -1.936  0.506
H19 -0.808 -3.814 0.023  0.570
H20 0.711 -4.254 1.666  0.362
H21 2.003 -5.448 1.493  0.467
H22 0.572 -5.540 0.458  0.411
H23 2.418 -2.400 1.352  -0.110
H24 3.536 -2.432 -0.006  0.263
H25 3.666 -3.657 1.267  0.558
H26 2.104 -5.537 -1.579  0.390
H27 3.487 -5.493 -0.468  0.473
H28 3.340 -4.290 -1.758  0.280
H29 6.124 0.472 -3.271  0.406
H30 5.883 -0.666 -1.937  0.319
H31 7.356 0.310 -2.013  0.446
H32 6.066 2.975 -2.831  0.392
H33 7.341 2.737 -1.617  0.471
H34 5.846 3.585 -1.194  0.302
H35 5.474 0.199 0.411  0.156
H36 5.501 1.930 0.743  0.312
H37 6.997 1.104 0.281  0.496
H38 -2.606 4.262 1.407  0.402
H39 -3.161 4.471 -0.280  0.392
H40 -1.584 5.141 0.230  0.131
H41 0.271 -0.932 4.275  0.341
H42 1.920 -1.172 4.875  0.519
H43 1.592 -1.152 3.134  -0.070
H44 0.119 1.250 5.615  0.311
H45 1.351 2.496 5.404  0.392
H46 1.762 0.971 6.213  0.465
H47 3.412 0.610 2.896  0.361
H48 3.632 0.558 4.651  0.479
H49 3.320 2.100 3.847  0.380
H50 -3.432 -4.989 2.856  0.381
H51 -5.110 -4.733 2.356  0.397
H52 -4.746 -5.200 4.022  0.440
H53 -2.330 -3.374 4.476  0.302
H54 -3.666 -3.678 5.606  0.464
H55 -3.243 -2.022 5.147  0.307
H56 -6.405 -2.738 3.232  0.374
H57 -5.669 -1.634 4.392  0.312
H58 -6.050 -3.293 4.882  0.470
S1 -4.369 6.432 -7.951  -0.380
C47 -3.772 5.462 -6.731  0.137
S2 -3.465 5.998 -5.133  -0.145
C48 -2.772 4.529 -4.472  0.069
C49 -2.735 3.486 -5.331  0.094
S3 -2.101 1.891 -5.018  -0.554
S4 -3.374 3.808 -6.929  -0.149
S5 -2.209 4.567 -2.830  -0.700
O5 -4.256 0.285 -3.330  -0.636
H59 -4.061 0.796 -4.137  0.288
H60 -4.816 0.863 -2.775  0.250
O6 0.953 4.417 -3.680  -0.731
H61 0.757 3.511 -3.407  0.201
H62 0.076 4.820 -3.572  0.309
Cl1 -4.685 2.382 -1.251  -0.632



Maximum force / eV Å⁻¹: 2.8, 3.3, 9.1, 0.2
HOMO-LUMO gap / Eh: 0.3533, 0.3255, 0.2803, 0.1996